a:
Formula: C3H14NO3
Source: the OMol25 dataset
Level of theory: wB97M-V/def2-TZVPD

XYZ file:
```
21
Properties=species:S:1:pos:R:3:lowdin_charge:R:1
C -1.07591 2.82359 1.19028 -0.11
C -0.54682 1.46854 1.52167 -0.20
C -2.05925 -0.28090 0.39925 0.21
N -0.85133 0.28272 0.67134 0.06
H -2.08201 2.82364 0.81742 0.06
H -1.20882 3.41968 2.08524 0.08
H -0.49631 3.54868 0.50267 0.12
H 0.56585 1.63424 1.43024 0.14
H -0.94653 1.30859 2.55043 0.15
H -2.18709 -1.06518 -0.30075 0.06
H -3.00061 0.18056 0.81562 0.14
H -0.11270 -0.42620 0.28430 0.16
H 2.42383 0.04452 -0.28298 -0.06
H 2.15140 -1.51632 0.02769 0.08
O 2.18618 -0.56975 0.30645 -0.03
H -1.73995 -2.76798 -1.36093 0.05
H -0.24887 -2.88705 -1.54931 0.05
O -0.90252 -2.59776 -0.92969 -0.04
H 3.28969 -0.32575 -2.64714 0.04
H 1.68447 -0.50426 -2.88448 0.10
O 2.46120 -0.52169 -2.23358 -0.07
```

Results
**Charge**: +1
**E_LUMO**: -4.94 eV

---

b:
Formula: C3H14NO3
Source: the OMol25 dataset
Level of theory: wB97M-V/def2-TZVPD

XYZ file:
```
21
Properties=species:S:1:pos:R:3:lowdin_charge:R:1
C -0.93788 -1.94672 1.33900 -0.07
C -1.18573 -0.48270 1.74978 -0.16
C 0.57837 1.21398 1.68337 0.17
N -0.30156 0.50499 1.09034 0.04
H -1.90369 -2.50109 1.29778 0.10
H -0.53672 -2.11546 0.37591 0.04
H -0.23326 -2.51919 2.01551 0.10
H -2.18287 -0.29973 1.27862 0.14
H -1.18766 -0.38218 2.84060 0.13
H 1.14301 2.00750 1.26281 0.11
H 0.83812 1.03318 2.69170 0.10
H -0.16934 0.58760 0.06442 0.09
H -0.46926 0.25856 -2.10708 0.05
H 0.66223 -0.43386 -1.66741 0.08
O -0.28664 -0.19605 -1.30105 -0.07
H -0.89068 3.84356 -2.09999 0.00
H 0.40488 3.04335 -2.43701 0.04
O -0.10420 3.51726 -1.77713 -0.02
H 2.85459 -1.28822 -1.75820 0.08
H 1.94668 -2.31942 -2.52028 0.06
O 1.96161 -1.52535 -2.02171 -0.01
```

Results
**Charge**: +1
**E_LUMO**: -4.10 eV

---

c:
Formula: C3H14NO3
Source: the OMol25 dataset
Level of theory: wB97M-V/def2-TZVPD

XYZ file:
```
21
Properties=species:S:1:pos:R:3:lowdin_charge:R:1
C 0.27060 -1.64605 1.19036 -0.04
C 0.24470 -0.91112 -0.05275 -0.36
C -0.50095 -1.24841 -1.09862 0.10
N 1.03379 0.33202 -0.20242 0.15
H 0.59146 -1.05099 1.99721 0.06
H -0.68292 -2.14965 1.45389 0.12
H 1.16293 -2.32168 1.18500 0.12
H -0.55207 -0.76466 -2.01487 0.05
H -1.24132 -2.04572 -1.15858 0.09
H 0.59704 1.28528 0.29892 0.17
H 1.10688 0.62623 -1.23976 0.18
H 2.00325 0.26704 -0.12828 0.07
H 3.61064 0.90538 -1.42732 0.04
H 3.67236 2.16346 -0.57519 0.04
O 3.21609 1.40255 -0.77430 0.04
H 0.61441 3.21480 0.98879 0.09
H -0.92391 3.08107 0.53221 0.11
O 0.00240 2.81847 0.33283 -0.04
H -4.72658 -2.00288 0.57530 -0.04
H -5.05285 -0.77767 -0.27471 0.07
O -4.44595 -1.17746 0.39228 -0.03
```

Results
**Charge**: +1
**E_LUMO**: -3.09 eV

---

d:
Formula: C3H14NO3
Source: the OMol25 dataset
Level of theory: wB97M-V/def2-TZVPD

XYZ file:
```
21
Properties=species:S:1:pos:R:3:lowdin_charge:R:1
C 0.08967 1.51817 0.44088 -0.20
O -1.26280 1.41484 0.03390 -0.05
C 0.67910 0.13972 0.74430 -0.30
C 1.68485 0.26389 1.91788 -0.02
N -0.44541 -0.75300 1.17748 0.20
H 0.77408 1.99134 -0.26191 0.14
H 0.06753 2.11273 1.35227 0.12
H -1.45184 1.86556 -0.79668 0.11
H 1.23114 -0.31137 -0.07441 0.15
H 1.70706 1.27040 2.33878 0.09
H 2.70310 0.12114 1.57952 0.09
H 1.48775 -0.43537 2.72807 0.09
H -0.96479 -0.30031 1.91212 0.17
H -1.03628 -1.03985 0.35400 0.10
H -0.06138 -1.64169 1.51028 0.17
H -1.05952 -1.64703 -1.78436 0.05
H -2.45982 -1.16313 -1.70285 0.08
O -1.72006 -1.37058 -1.11672 -0.05
H -0.39997 0.01496 -3.44273 0.05
H 0.25086 -1.37518 -3.78339 0.06
O 0.18672 -0.67524 -3.12643 -0.04
```

Results
**Charge**: +1
**E_LUMO**: -2.99 eV

---

How do the energies compare? Relative to the most stable structure, in kJ/mol: a 209.5; b 117.8; c 143.8; d 0.0.

---

a:
Formula: C19H28F9N2O4P3Ti
Source: the OMol25 dataset
Level of theory: wB97M-V/def2-TZVPD

XYZ file:
```
66
Properties=species:S:1:pos:R:3:lowdin_charge:R:1
Ti -0.15148 0.16506 0.57169 1.11
C 2.56785 -0.17627 -2.74438 -0.01
C 1.37604 0.42148 -2.05766 -0.44
O 0.98517 -0.23017 -1.00826 -0.22
C 0.75510 1.54904 -2.51204 0.00
C -0.15873 2.30188 -1.70246 -0.30
C -0.66045 3.60335 -2.26132 -0.03
N -0.45224 1.94641 -0.49116 -0.06
N -1.10281 2.94440 0.26418 0.12
C -1.14755 2.56369 1.49364 -0.43
O -0.66156 1.43321 1.94135 -0.15
C -1.90232 3.39996 2.46800 -0.13
C -2.70839 4.45476 2.05392 -0.03
C -3.40715 5.19770 2.99030 -0.10
C -3.30583 4.89489 4.34347 -0.11
C -2.50200 3.84303 4.75803 -0.09
C -1.80248 3.09492 3.82069 -0.01
H 3.42742 -0.05394 -2.08114 0.09
H 2.77557 0.30723 -3.69783 0.08
H 2.42010 -1.24643 -2.90348 0.06
H 1.07125 1.98971 -3.44605 0.10
H -0.41419 3.67711 -3.31784 0.07
H -0.22367 4.44430 -1.72243 0.08
H -1.73909 3.66657 -2.12099 0.08
H -2.77993 4.67258 0.99724 0.11
H -4.03870 6.01490 2.66404 0.09
H -3.85751 5.47700 5.07171 0.09
H -2.41854 3.60205 5.81033 0.10
H -1.17326 2.26797 4.11877 0.12
C -2.69018 -3.27047 -2.48965 -0.30
P -1.01316 -2.54443 -2.29631 0.91
C -0.29959 -3.07387 -3.91855 -0.30
C -0.29458 -3.89646 -1.24941 -0.42
C 1.19148 -3.74374 -0.94084 -0.36
P 1.73470 -2.60542 0.38794 0.98
C 1.53262 -3.55883 1.92088 -0.21
C 3.56254 -2.68799 0.14751 -0.22
H -2.66202 -4.30934 -2.83234 0.03
H -3.25958 -2.67338 -3.20265 0.03
H -3.20881 -3.21742 -1.53238 0.03
H -0.32233 -4.15931 -4.05717 0.03
H 0.72711 -2.72095 -4.02311 0.01
H -0.87888 -2.60881 -4.71826 0.03
H -0.43056 -4.83550 -1.80085 0.07
H -0.87668 -3.96758 -0.32923 0.08
H 1.74592 -3.47118 -1.84323 0.06
H 1.60463 -4.70577 -0.61177 0.08
H 0.50520 -3.48566 2.26889 0.04
H 2.18462 -3.13767 2.68639 0.06
H 1.80835 -4.60304 1.75431 0.05
H 3.94945 -3.60086 0.60745 0.04
H 4.02811 -1.81988 0.60843 0.03
H 3.79477 -2.68672 -0.91671 0.04
F -2.61207 0.31060 -1.27117 0.01
C -2.29755 -0.03125 0.02213 -0.53
F -3.13190 0.73353 0.78556 0.05
F -2.80053 -1.29939 0.15246 0.01
O -0.18990 -1.78148 0.63149 -0.51
O -0.55461 -1.15524 1.85851 -0.26
F 1.94133 1.81464 0.71606 -0.15
P 2.93758 1.22772 1.86297 0.18
F 3.73960 0.41433 0.70336 -0.17
F 3.93266 2.46691 1.69500 -0.13
F 1.86764 -0.05806 1.95538 -0.22
F 3.85770 0.52730 2.97539 -0.14
F 2.10629 1.98829 2.99321 -0.12
```

Results
**Multiplicity**: 2
**Charge**: -1
**E_LUMO (alpha / beta)**: 2.55 / 1.75 eV
**<S²>**: 0.76

---

b:
Formula: C19H28F9N2O4P3Ti
Source: the OMol25 dataset
Level of theory: wB97M-V/def2-TZVPD

XYZ file:
```
66
Properties=species:S:1:pos:R:3:lowdin_charge:R:1
Ti 0.40629 -0.25707 0.90897 1.04
C -0.80124 0.04765 5.01326 0.00
C -0.19601 0.44734 3.69698 -0.44
O -0.59534 -0.21816 2.69862 -0.12
C 0.67923 1.54307 3.62347 -0.01
C 0.86521 2.27620 2.43613 -0.31
C 1.48138 3.64186 2.51254 -0.02
N 0.47259 1.76099 1.28805 -0.08
N -0.03249 2.65644 0.34300 0.12
C -0.70666 1.95596 -0.50842 -0.45
O -0.70121 0.64828 -0.49048 -0.20
C -1.56934 2.65204 -1.49507 -0.14
C -2.42851 1.91542 -2.30243 -0.02
C -3.25263 2.55422 -3.22043 -0.09
C -3.22067 3.93440 -3.34244 -0.11
C -2.35999 4.67538 -2.53821 -0.09
C -1.54032 4.04088 -1.62106 -0.03
H -0.49307 -0.97124 5.25501 0.09
H -0.51947 0.72012 5.82140 0.07
H -1.88541 0.03603 4.89549 0.09
H 1.03708 1.97374 4.54788 0.10
H 0.77994 4.40666 2.17988 0.07
H 1.80060 3.85922 3.52876 0.07
H 2.34013 3.66896 1.83934 0.09
H -2.45904 0.84008 -2.18246 0.10
H -3.92528 1.96906 -3.83527 0.10
H -3.86307 4.43389 -4.05705 0.09
H -2.33193 5.75453 -2.62675 0.10
H -0.87128 4.60384 -0.98462 0.11
C 3.49913 -1.14290 -2.52113 -0.14
P 1.96530 -0.33528 -2.08579 0.77
C 1.77939 1.22977 -2.93747 -0.13
C 0.58982 -1.38600 -2.55744 -0.33
C 0.20266 -2.59422 -1.69460 -0.35
P -1.06191 -2.33349 -0.04129 0.83
C -0.75815 -4.12692 0.28573 -0.23
C -2.44500 -2.09961 -1.23910 -0.24
H 3.53856 -1.35111 -3.58986 0.06
H 3.56813 -2.07022 -1.95292 0.07
H 4.30553 -0.47941 -2.21727 0.06
H 2.41073 1.24444 -3.82555 0.06
H 2.10817 1.99814 -2.23764 0.06
H 0.73849 1.38816 -3.21395 0.05
H 0.87479 -1.69939 -3.57568 0.09
H -0.25163 -0.70229 -2.69988 0.06
H 1.07929 -3.19732 -1.43497 0.05
H -0.41856 -3.22966 -2.33945 0.05
H -0.72780 -4.66992 -0.65939 0.04
H -1.52359 -4.56643 0.91699 0.03
H 0.20820 -4.23064 0.77492 0.03
H -2.74724 -3.07819 -1.61957 0.05
H -2.11039 -1.48971 -2.07413 0.01
H -3.30469 -1.62227 -0.77445 0.04
F -2.01141 -2.79792 2.63183 0.03
C -2.50003 -2.41300 1.41922 -0.68
F -3.16994 -1.24615 1.65375 0.03
F -3.51686 -3.32874 1.15651 -0.01
O 1.97593 -0.20465 -0.53830 -0.49
O 3.09892 0.79788 -0.48073 -0.25
F 2.03142 -0.73030 2.24411 -0.22
P 2.67816 -2.30192 2.31786 0.19
F 1.66379 -2.63350 1.07296 -0.20
F 3.78761 -1.85681 1.25579 -0.13
F 1.49987 -2.66941 3.34093 -0.13
F 3.22243 -3.80217 2.33122 -0.13
F 3.61140 -1.83864 3.52463 -0.12
```

Results
**Multiplicity**: 2
**Charge**: -1
**E_LUMO (alpha / beta)**: 2.48 / 2.48 eV
**<S²>**: 0.75

---

How do the energies compare? Relative to the most stable structure, in kJ/mol: a 0.0; b 81.3.

---

a:
Formula: C2H2N2O4
Source: the OMol25 dataset
Level of theory: wB97M-V/def2-TZVPD

XYZ file:
```
10
Properties=species:S:1:pos:R:3:lowdin_charge:R:1
O 1.96055 -0.38140 0.22895 0.15
C 0.78378 -0.13986 0.03315 -0.32
C 0.01492 1.07094 -0.13209 -0.34
O 0.64606 2.23296 0.04254 0.12
N -1.22963 0.89483 -0.38945 0.17
O -1.44694 -0.43928 -0.41384 -0.04
N -0.24222 -1.09355 -0.32585 -0.06
O -0.44086 -1.95783 0.78422 0.04
H 0.05494 3.02184 0.06227 0.15
H -0.29467 -2.85294 0.40354 0.13
```

Results
**SMILES**: O=c1c(O)non1O
**E_LUMO**: -0.53 eV

---

b:
Formula: C2H2N2O4
Source: the OMol25 dataset
Level of theory: wB97M-V/def2-TZVPD

XYZ file:
```
10
Properties=species:S:1:pos:R:3:lowdin_charge:R:1
O 0.06971 0.76355 2.46494 0.10
C 0.08224 0.34693 1.31660 -0.55
N -1.03684 0.50961 0.55690 0.13
O -1.10012 -0.41308 -0.52511 0.06
C -0.04495 -0.31322 -1.37646 -0.54
O -0.12503 -0.61706 -2.51462 0.20
O 1.09107 0.06183 -0.72486 0.07
N 1.06780 -0.35171 0.67076 0.16
H -1.90983 0.40881 1.15214 0.20
H 1.98440 -0.07832 1.01058 0.16
```

Results
**SMILES**: O=C1NOC(=O)ON1
**E_LUMO**: 0.47 eV

---

How do the energies compare? Relative to the most stable structure, in kJ/mol: a 199.2; b 0.0.

---

a:
Formula: C4H29NO11
Source: the OMol25 dataset
Level of theory: wB97M-V/def2-TZVPD

XYZ file:
```
45
Properties=species:S:1:pos:R:3:lowdin_charge:R:1
N 0.47416 1.60490 -1.28142 0.04
C 0.30058 0.46810 -0.37292 -0.34
C 1.51889 0.44885 0.59541 -0.17
O 1.30525 -0.25665 1.82786 -0.12
C 0.20910 -0.82528 -1.23115 -0.13
C -1.16511 -1.48294 -1.28502 -0.22
O -1.47353 -2.19520 -0.08089 -0.09
H -0.27093 1.64051 -1.97622 0.09
H 0.43390 2.48516 -0.78040 0.10
H -0.62315 0.55176 0.21780 0.13
H 1.74767 1.46390 0.93175 0.12
H 2.37482 0.02396 0.06706 0.11
H 1.37282 -1.27017 1.71800 0.05
H 0.94477 -1.55107 -0.87716 0.09
H 0.54562 -0.60613 -2.25253 0.12
H -1.17943 -2.27646 -2.04660 0.12
H -1.97877 -0.78182 -1.45049 0.12
H -1.65596 -1.59533 0.65916 0.06
O 1.14187 -2.81492 1.56571 -0.05
H 0.25257 -2.82953 1.15182 0.05
H 1.74548 -3.18605 0.87996 0.03
O -2.73937 2.48957 -1.72375 -0.10
H -2.96823 2.76611 -0.80181 -0.01
H -3.53357 2.13119 -2.13656 0.03
O 2.68917 -3.66401 -0.53441 -0.06
H 2.34775 -4.24655 -1.22135 0.06
H 3.06316 -2.85495 -0.94543 0.00
O -1.13109 -0.43929 2.80010 -0.09
H -0.18926 -0.36738 2.41715 0.02
H -1.05893 -1.01190 3.58223 0.08
O -3.46148 0.41719 1.72556 -0.06
H -4.18370 0.14917 2.29040 0.06
H -2.64671 0.11203 2.17485 0.00
O 3.70074 -1.48054 -1.78752 -0.08
H 4.59119 -1.47811 -2.17033 0.07
H 3.34433 -0.59368 -2.05249 0.01
O -3.26880 3.00950 0.88843 -0.10
H -3.43301 2.07963 1.17157 0.01
H -2.38604 3.18498 1.28787 0.01
O -0.78788 3.22132 2.10556 -0.04
H -0.67610 2.34127 2.49527 0.05
H -0.69466 3.83118 2.84496 0.07
O 2.81052 0.97846 -2.64918 -0.08
H 2.60608 1.13301 -3.56651 0.05
H 1.98528 1.27621 -2.17433 0.01
```

Results
**SMILES**: N[C@H](CO)CCO.O.O.O.O.O.O.O.O.O
**E_LUMO**: 0.33 eV

---

b:
Formula: C4H29NO11
Source: the OMol25 dataset
Level of theory: wB97M-V/def2-TZVPD

XYZ file:
```
45
Properties=species:S:1:pos:R:3:lowdin_charge:R:1
C -2.14427 -2.24527 2.34846 -0.08
C -0.70308 -1.74800 2.13469 -0.24
N -0.71046 -0.30875 1.82654 -0.09
C -0.35990 0.71132 2.78965 -0.17
C 1.13811 0.65410 3.08761 -0.22
O 1.77255 1.68433 3.13877 0.02
H -2.40225 -2.51248 3.37175 0.06
H -2.44768 -3.04660 1.66088 0.07
H -2.88811 -1.45699 2.12921 0.07
H -0.23387 -2.30831 1.33457 0.07
H -0.00447 -1.83353 2.97046 0.11
H -1.47942 -0.01854 1.25051 0.07
H -0.48137 1.64365 2.23467 0.12
H -0.93068 0.75643 3.71960 0.12
H 1.69584 -0.29757 3.11497 0.12
O 2.67944 -1.65153 -2.55317 -0.08
H 2.29183 -2.02870 -1.74074 -0.01
H 3.53209 -2.07291 -2.67399 0.03
O 0.11498 0.39504 -1.66075 -0.05
H 1.00111 0.73249 -1.50352 0.03
H 0.03469 -0.07816 -2.48898 0.05
O 1.43058 -2.03359 -0.09347 -0.08
H 0.62552 -1.50223 -0.05507 0.01
H 2.12595 -1.47257 0.31255 0.01
O -1.01454 3.58457 -1.59156 -0.04
H -0.64686 3.47377 -0.71954 0.03
H -1.48994 2.74781 -1.71739 0.05
O 1.45005 2.84733 -2.94764 -0.07
H 0.85217 3.26008 -2.31110 -0.01
H 1.05843 3.04114 -3.80259 0.04
O -2.24406 -0.73363 -0.88199 -0.06
H -2.01006 -1.24829 -1.65529 0.02
H -1.41605 -0.31221 -0.59856 -0.01
O -0.90668 -3.11711 -3.08646 -0.05
H -0.85445 -2.69402 -3.95012 0.04
H -0.06901 -3.58243 -2.97164 0.04
O 2.26950 2.42585 0.18410 -0.03
H 1.85159 2.73273 1.00200 0.05
H 2.68860 3.18660 -0.22126 0.07
O -4.27455 1.56950 -0.73627 -0.07
H -5.08002 1.06748 -0.89345 0.03
H -3.63857 0.93543 -0.37884 -0.01
O 3.12838 -0.10597 0.72200 -0.07
H 3.94144 0.15881 1.17199 0.07
H 2.74751 0.80092 0.72839 0.01
```

Results
**SMILES**: CCNCC=O.O.O.O.O.O.O.O.O.O.O
**E_LUMO**: 0.22 eV

---

How do the energies compare? Relative to the most stable structure, in kJ/mol: a 0.0; b 223.1.